Entry 1:
DFT (wB97M-V/def2-TZVPD) results for C53H51AuNO2S3Sb2 as an isolated structure.

## Properties
E_tot = -110623.2851 eV
maximum force = 0.600 eV/A
E_HOMO = -14.82 eV

Structure (ORCA input):
```
! wB97M-V def2-TZVPD RIJCOSX def2/J DEFGRID3
* xyz 3 1
Au -0.7457 -1.7194 1.1445
Sb -1.2044 -3.6374 -0.4795
Sb -3.4603 0.0458 -0.9246
S -1.4538 -0.9652 5.6748
S -0.8777 1.3253 0.6637
S 2.1543 -0.4244 0.3910
O -2.3593 1.4326 -0.0094
O 1.7773 0.7574 1.2257
N -0.7286 -1.2910 3.2435
C 1.8526 3.3325 -1.4231
C 1.1929 -1.7167 6.3059
C -0.1621 2.1907 -3.6170
C 2.6408 -2.2511 4.4391
C 1.4248 -1.1831 -3.4559
C 6.6406 -0.3389 -0.3115
C -0.1141 3.9589 0.5048
C -0.3319 2.4193 4.4548
C 0.3962 -1.5951 4.0095
C -0.3795 1.1026 -5.7637
C 1.7471 4.6399 -0.8683
C 2.8744 3.0711 -2.3756
C -0.0029 2.6617 -0.0530
C -4.8424 -2.3639 -0.6818
C 0.2924 0.0080 -5.2973
C 3.7391 4.0544 -2.7393
C 4.6026 -1.5835 0.0678
C -0.1250 1.9461 3.1731
C 5.9690 -1.5501 -0.1622
C -0.0107 -5.2523 0.1760
C 0.7570 -0.0392 -3.9600
C 1.8117 -1.2336 -2.1567
C 3.9043 -0.3865 0.1253
C 1.6412 -1.9975 3.5278
C 1.6009 -0.1272 -1.2947
C -3.2179 -4.2478 -0.0653
C -1.2076 1.9125 2.2988
C 0.9382 2.3304 -1.0049
C 0.1808 -1.4587 5.3815
C 0.9820 1.0158 -1.7313
C 0.7327 4.9252 0.0807
C -5.7988 -3.8964 -2.8057
C -1.7344 -0.9477 4.0012
C -2.6544 2.7866 3.9773
C 5.9100 0.8504 -0.2305
C -4.2617 -3.6119 -0.9423
C 0.5236 1.0602 -3.0980
C -1.5945 2.8459 4.8800
C 4.5453 0.8389 -0.0149
C 3.6305 5.3524 -2.1880
C -5.9257 -1.9321 -1.4484
C -4.8860 1.4310 -1.5658
C -2.4705 -0.6125 -2.6414
C -6.4058 -2.6873 -2.5088
C -1.1343 -3.8155 -2.5855
C -2.4729 2.3297 2.6797
C 8.1251 -0.3072 -0.5161
C 2.6610 5.6385 -1.2760
C -4.3002 -1.4004 0.3510
C -1.7968 3.3773 6.2656
C -4.7548 -4.3518 -2.0148
C -0.6072 2.2042 -4.9119
C 2.4188 -2.1113 5.8180
H -0.2715 -6.1473 -0.3856
H 3.9823 1.7602 0.0599
H -3.5789 -1.7889 1.0638
H -0.7203 1.1377 -6.7893
H -3.3937 -4.0466 0.9923
H 0.5044 2.4599 5.1412
H -1.6339 4.4569 6.2767
H -7.2588 -2.3456 -3.0790
H -3.6371 3.1202 4.2860
H -0.3244 3.0561 -2.9872
H 2.5753 6.6300 -0.8521
H 4.0959 -2.5298 0.2142
H -5.5067 0.9816 -2.3380
H -1.5443 -1.1244 -2.4042
H 1.0207 -1.6171 7.3682
H -1.9961 -3.3242 -3.0299
H -5.0800 -0.8496 0.8773
H -3.3020 2.3236 1.9826
H 2.9701 2.0818 -2.8030
H 4.5187 3.8506 -3.4606
H 0.8558 1.6216 2.8478
H -2.8098 3.1956 6.6203
H 3.6158 -2.5625 4.0917
H 0.4883 -0.8345 -5.9489
H -1.1735 -4.8794 -2.8148
H -3.2522 -5.3291 -0.1924
H -6.4294 -1.0081 -1.1845
H -0.1880 -5.4147 1.2372
H -1.0920 2.9340 6.9672
H 8.4812 -1.2211 -0.9872
H 8.6340 -0.2090 0.4446
H -3.1707 -1.2545 -3.1726
H 1.0376 -5.0112 0.0176
H -0.2080 -3.3865 -2.9770
H 2.3544 -2.0939 -1.7822
H 1.8116 -2.1015 2.4617
H 3.2228 -2.3212 6.5091
H -1.1202 3.0763 -5.2951
H -5.4988 1.7714 -0.7337
H -2.6986 -0.6662 3.6084
H -4.3196 2.2657 -1.9794
H 6.5263 -2.4765 -0.2118
H 8.4207 0.5409 -1.1311
H -2.2652 0.2960 -3.2072
H -6.1620 -4.5043 -3.6228
H 1.6514 -1.9994 -4.1334
H 0.6633 5.9274 0.4823
H 6.4251 1.7970 -0.3352
H -4.3347 -5.3308 -2.2116
H -0.8563 4.1645 1.2611
H 4.3257 6.1201 -2.4991
*
```

Entry 2:
DFT (wB97M-V/def2-TZVPD) results for C17H17Cl2MnNO as an isolated structure.

## Properties
ΔE to the lowest compared entry with this formula, charge and spin = 0.0 kcal/mol
E_tot = -77803.4710 eV
<S²> = 8.791
maximum force = 2.924 eV/A
E_HOMO (alpha / beta) = -6.24 / -6.40 eV

Structure (ORCA input):
```
! wB97M-V def2-TZVPD RIJCOSX def2/J DEFGRID3
* xyz 0 6
Mn -0.2926 0.7943 0.1472
Cl -3.8085 -2.0607 2.1133
Cl 0.2732 -4.8006 4.2596
O -1.5861 -0.8804 0.4958
N 0.9549 -1.0262 0.8599
C 0.4853 3.9483 -2.3453
C -1.2255 -1.7774 1.3095
C 2.8444 -2.3257 1.6125
C -0.9987 1.6920 -3.7847
C 1.1671 2.9139 -3.2378
C 2.0572 -3.1081 2.4179
C 2.2712 -1.3192 0.8164
C -1.9826 2.7892 -3.5044
C -0.2808 -3.6655 3.1270
C -2.1501 -2.4637 2.1311
C -1.4136 2.8979 -0.9574
C -0.0389 3.2734 -1.0558
C -1.6455 -3.3583 3.0536
C 0.3296 1.7089 -3.5959
C 0.6724 -2.9863 2.3318
C -2.4566 2.9388 -2.0238
C 0.1723 -1.9868 1.4413
H 2.9087 -0.7302 0.1435
H -0.2668 4.5060 -2.9339
H 0.9372 0.8326 -3.8629
H 3.9230 -2.4170 1.5687
H 0.8083 2.1839 -0.7057
H 2.0949 2.5396 -2.7648
H -3.0498 3.8829 -1.9855
H -1.8331 2.6412 0.0326
H -2.3323 -3.8089 3.7483
H 1.4975 3.4372 -4.1530
H -2.8677 2.6120 -4.1381
H 0.3653 3.9672 -0.1958
H -3.2010 2.1357 -1.8089
H -1.5630 3.7495 -3.8191
H 2.5616 -3.8226 3.0416
H 1.2354 4.7079 -2.0663
H -1.4725 0.8377 -4.2897
*
```

Entry 3:
DFT (wB97M-V/def2-TZVPD) results for the molecule C2H5NS2.

## Properties
ΔE to the lowest compared entry with this formula, charge and spin = 9.7 kcal/mol
E_tot = -25315.4073 eV
maximum force = 3.534 eV/A
E_HOMO = -8.54 eV

Structure (ORCA input):
```
! wB97M-V def2-TZVPD RIJCOSX def2/J DEFGRID3
* xyz 0 1
S -0.5579 0.9357 1.6780
S -0.0484 -0.0797 -2.3509
N 0.1451 -1.3504 -0.0445
C 0.1368 -0.1811 -0.6783
C 0.3422 1.0037 0.1150
H 0.0967 -2.1216 -0.7171
H 0.2301 1.8520 -0.5451
H 0.0788 -1.5854 0.8969
H -1.7818 0.4942 1.2148
H 1.3585 1.0327 0.4312
*
```

Question: What is the maximum force in the second record?
Answer: 2.924 eV/A

Copy entry 2 word for word.
DFT (wB97M-V/def2-TZVPD) results for C17H17Cl2MnNO as an isolated structure.

## Properties
ΔE to the lowest compared entry with this formula, charge and spin = 0.0 kcal/mol
E_tot = -77803.4710 eV
<S²> = 8.791
maximum force = 2.924 eV/A
E_HOMO (alpha / beta) = -6.24 / -6.40 eV

Structure (ORCA input):
```
! wB97M-V def2-TZVPD RIJCOSX def2/J DEFGRID3
* xyz 0 6
Mn -0.2926 0.7943 0.1472
Cl -3.8085 -2.0607 2.1133
Cl 0.2732 -4.8006 4.2596
O -1.5861 -0.8804 0.4958
N 0.9549 -1.0262 0.8599
C 0.4853 3.9483 -2.3453
C -1.2255 -1.7774 1.3095
C 2.8444 -2.3257 1.6125
C -0.9987 1.6920 -3.7847
C 1.1671 2.9139 -3.2378
C 2.0572 -3.1081 2.4179
C 2.2712 -1.3192 0.8164
C -1.9826 2.7892 -3.5044
C -0.2808 -3.6655 3.1270
C -2.1501 -2.4637 2.1311
C -1.4136 2.8979 -0.9574
C -0.0389 3.2734 -1.0558
C -1.6455 -3.3583 3.0536
C 0.3296 1.7089 -3.5959
C 0.6724 -2.9863 2.3318
C -2.4566 2.9388 -2.0238
C 0.1723 -1.9868 1.4413
H 2.9087 -0.7302 0.1435
H -0.2668 4.5060 -2.9339
H 0.9372 0.8326 -3.8629
H 3.9230 -2.4170 1.5687
H 0.8083 2.1839 -0.7057
H 2.0949 2.5396 -2.7648
H -3.0498 3.8829 -1.9855
H -1.8331 2.6412 0.0326
H -2.3323 -3.8089 3.7483
H 1.4975 3.4372 -4.1530
H -2.8677 2.6120 -4.1381
H 0.3653 3.9672 -0.1958
H -3.2010 2.1357 -1.8089
H -1.5630 3.7495 -3.8191
H 2.5616 -3.8226 3.0416
H 1.2354 4.7079 -2.0663
H -1.4725 0.8377 -4.2897
*
```

Question: E_tot of number 1 (C53H51AuNO2S3Sb2)?
Answer: -110623.2851 eV